(1)
Molecular formula: C6H15N2S
Method: DFT, ωB97M-V/def2-TZVPD

Structure (XYZ):
```
24
C6H15N2S, DFT ωB97M-V/def2-TZVPD
C -0.078 0.453 2.444
C -1.273 3.003 2.127
C 0.712 -0.393 -1.324
C 0.565 -0.791 -2.794
C 2.096 -2.373 -0.666
C -2.285 0.613 0.855
N 1.427 -1.117 -0.512
N -0.009 0.576 -0.805
S -0.627 1.397 1.200
H -0.438 -0.606 2.271
H 0.708 0.738 3.125
H -1.833 3.849 1.636
H -0.397 3.341 2.847
H 1.316 -0.320 -3.351
H 0.629 -1.855 -2.774
H -0.461 -0.440 -3.113
H 2.549 -2.548 0.227
H 1.323 -3.143 -1.062
H 2.983 -2.413 -1.297
H -2.687 1.267 0.020
H -2.286 -0.334 0.368
H -2.807 0.790 1.712
H 1.369 -0.739 0.385
H -0.496 1.046 -1.517
```

Values from the calculation:
* HOMO-LUMO gap (spin up / spin down): 7.90 / 7.00 eV
* net charge: +1
* LUMO energy (spin up / spin down): -4.4 / -5.2 eV

Here are the natural (NBO) charges for atoms 1 to 6, given in e: number 1, C, carries -0.6567; number 2, C, carries -0.4607; number 3, C, carries 0.5413; number 4, C, carries -0.6707; number 5, C, carries -0.4188; number 6, C, carries -0.6904

=====

(2)
Molecular formula: C6H15N3
Method: DFT, ωB97M-V/def2-TZVPD

Structure (XYZ):
```
24
C6H15N3, DFT ωB97M-V/def2-TZVPD
C -0.386 1.992 -0.562
N -0.545 0.554 -0.453
C 0.343 -0.100 0.496
C 1.804 -0.275 0.022
C 2.664 -0.804 1.167
N 1.939 -1.167 -1.120
H -0.598 2.447 0.408
H 0.619 2.307 -0.871
H -1.105 2.368 -1.289
H -0.543 0.069 -1.398
H 0.321 0.471 1.429
H -0.071 -1.096 0.693
H 2.196 0.700 -0.290
H 2.683 -0.099 1.995
H 3.679 -0.969 0.817
H 2.267 -1.752 1.530
H 1.612 -2.097 -0.877
H 1.380 -0.845 -1.903
C -3.224 -0.089 0.446
C -2.574 -0.598 -0.745
N -2.321 -1.146 -1.741
H -2.635 -0.353 1.324
H -3.282 0.999 0.387
H -4.223 -0.516 0.534
```

Values from the calculation:
* HOMO-LUMO gap: 9.36 eV
* SMILES: CNC[C@@H](C)N.CC#N
* LUMO energy: 0.8 eV

Here are the natural (NBO) charges for atoms 1 to 6, given in e: number 1, C, carries -0.4119; number 2, N, carries -0.6500; number 3, C, carries -0.2316; number 4, C, carries -0.0656; number 5, C, carries -0.6109; number 6, N, carries -0.8307

=====

(3)
Molecular formula: C6H15N3O
Method: DFT, ωB97M-V/def2-TZVPD

Structure (XYZ):
```
25
C6H15N3O, DFT ωB97M-V/def2-TZVPD
H -1.310 -1.737 2.669
N -1.992 -1.236 2.096
C -1.372 -0.721 1.087
C -2.174 0.042 0.061
N -0.013 -0.827 0.892
C 0.897 -0.521 1.992
C 0.460 -1.907 0.024
H -2.161 -0.493 -0.892
H -3.209 0.162 0.392
H -1.733 1.033 -0.079
H 1.130 -1.418 2.575
H 1.830 -0.105 1.597
H 0.463 0.229 2.662
H 0.290 -2.878 0.502
H 1.532 -1.810 -0.176
H -0.065 -1.895 -0.936
C 1.203 2.221 -0.805
C 1.171 1.088 -1.789
N 0.086 1.072 -2.612
O 2.036 0.222 -1.857
H 0.810 3.135 -1.259
H 2.235 2.406 -0.496
H 0.604 1.966 0.072
H -0.009 0.291 -3.247
H -0.709 1.680 -2.473
```

Values from the calculation:
* HOMO-LUMO gap: 9.24 eV
* SMILES: [H]/N=C(/C)N(C)C.CC(N)=O
* LUMO energy: 0.7 eV

Here are the natural (NBO) charges for atoms 1 to 6, given in e: number 1, H, carries 0.3242; number 2, N, carries -0.6475; number 3, C, carries 0.4645; number 4, C, carries -0.6672; number 5, N, carries -0.5177; number 6, C, carries -0.4093

=====

(4)
Molecular formula: C6H15N3O
Method: DFT, ωB97M-V/def2-TZVPD

Structure (XYZ):
```
25
C6H15N3O, DFT ωB97M-V/def2-TZVPD
C 3.308 -0.559 1.140
C 2.072 -0.273 0.295
C 0.801 -0.169 1.065
N 0.826 -0.177 2.365
O -0.268 -0.066 0.343
C -1.596 0.078 0.889
C -2.577 -0.289 -0.230
N -2.429 0.582 -1.377
C -1.689 0.309 -2.418
N -1.537 1.094 -3.446
H 3.502 0.240 1.853
H 4.176 -0.620 0.487
H 3.228 -1.511 1.661
H 1.949 -1.040 -0.475
H 2.205 0.672 -0.244
H 0.013 -0.082 2.960
H 1.721 -0.278 2.836
H -1.735 1.113 1.215
H -1.759 -0.610 1.724
H -2.400 -1.322 -0.537
H -3.593 -0.213 0.162
H -2.935 1.463 -1.351
H -1.168 -0.645 -2.435
H -0.974 0.818 -4.241
H -2.014 1.986 -3.522
```

Values from the calculation:
* HOMO-LUMO gap: 12.08 eV
* SMILES: CCC(=[NH2+])OCCNC=[NH2+]
* net charge: +2
* LUMO energy: -6.5 eV

Here are the natural (NBO) charges for atoms 1 to 6, given in e: number 1, C, carries -0.6359; number 2, C, carries -0.4956; number 3, C, carries 0.7478; number 4, N, carries -0.6993; number 5, O, carries -0.4489; number 6, C, carries -0.1037

=====

(5)
Molecular formula: C6H15N5S
Method: DFT, ωB97M-V/def2-TZVPD

Structure (XYZ):
```
27
C6H15N5S, DFT ωB97M-V/def2-TZVPD
C -0.853 -0.446 0.208
C -2.370 1.479 0.251
C 3.886 -0.245 0.606
C -3.655 -1.398 -1.295
C 2.467 -0.639 1.002
C 1.567 -0.629 -0.240
N -2.519 -1.450 1.219
N -1.138 0.850 0.113
N -3.502 0.818 0.211
N -2.327 2.797 0.366
N 0.226 -1.102 0.113
S -3.773 -1.075 0.498
H 3.907 0.727 0.124
H 4.499 -0.193 1.502
H 4.331 -0.977 -0.063
H -2.702 -1.072 -1.700
H -4.483 -0.896 -1.788
H -3.770 -2.473 -1.423
H 2.084 0.064 1.745
H 2.472 -1.635 1.446
H 1.514 0.369 -0.677
H 1.975 -1.315 -0.988
H -0.344 1.497 0.071
H -4.344 1.370 0.332
H -1.470 3.329 0.350
H -3.172 3.344 0.470
H 0.202 -2.085 0.393
```

Values from the calculation:
* HOMO-LUMO gap (spin up / spin down): 8.18 / 8.19 eV
* net charge: +2
* LUMO energy (spin up / spin down): -9.5 / -9.5 eV

Here are the natural (NBO) charges for atoms 1 to 6, given in e: number 1, C, carries 0.6621; number 2, C, carries 0.6846; number 3, C, carries -0.6103; number 4, C, carries -0.7885; number 5, C, carries -0.4059; number 6, C, carries -0.2387

=====

(6)
Molecular formula: C6H15NO
Method: DFT, ωB97M-V/def2-TZVPD

Structure (XYZ):
```
23
C6H15NO, DFT ωB97M-V/def2-TZVPD
C 1.236 -1.270 1.490
C 1.142 -0.769 0.032
C 2.065 0.407 -0.220
C -0.335 -0.466 -0.311
C -0.540 -0.295 -1.804
N -0.748 0.759 0.403
C -2.160 0.931 0.572
O -2.687 1.821 -0.410
H 1.923 -0.654 2.081
H 0.249 -1.310 1.969
H 1.622 -2.286 1.556
H 1.337 -1.616 -0.630
H 1.819 0.919 -1.138
H 3.118 0.095 -0.227
H 1.954 1.172 0.546
H -0.902 -1.303 0.081
H -0.110 -1.113 -2.372
H -1.590 -0.233 -2.060
H -0.149 0.647 -2.172
H -0.265 0.809 1.285
H -2.678 -0.014 0.411
H -2.344 1.345 1.565
H -1.956 2.424 -0.649
```

Values from the calculation:
* HOMO-LUMO gap: 10.37 eV
* SMILES: CC(C)[C@H](C)NCO
* LUMO energy: 1.0 eV

Here are the natural (NBO) charges for atoms 1 to 6, given in e: number 1, C, carries -0.6233; number 2, C, carries -0.2263; number 3, C, carries -0.6108; number 4, C, carries -0.0278; number 5, C, carries -0.6274; number 6, N, carries -0.6624

=====

(7)
Molecular formula: C6H15NO
Method: DFT, ωB97M-V/def2-TZVPD

Structure (XYZ):
```
23
C6H15NO, DFT ωB97M-V/def2-TZVPD
C 0.880 3.177 -1.447
C 1.625 2.070 -1.434
C 1.755 1.315 -0.133
C 1.156 -0.079 -0.273
C -0.324 -0.175 -0.521
N -0.980 -0.731 0.677
C -2.343 -0.237 0.825
H 0.843 3.924 -2.248
H 0.492 3.660 -0.551
H 2.122 1.766 -2.353
H 2.761 1.413 0.327
H 1.302 1.841 0.752
H 1.715 -0.565 -1.064
H 1.432 -0.630 0.615
H -0.619 -0.611 -1.476
H -0.741 0.878 -0.569
H -0.836 -1.723 0.748
H -2.293 0.868 0.913
H -3.017 -0.556 0.042
H -2.876 -0.647 1.724
O -0.402 -4.878 1.576
H -0.856 -5.725 1.586
H -0.795 -4.354 2.286
```

Values from the calculation:
* HOMO-LUMO gap: 9.33 eV
* SMILES: C=CCCCNC.O
* LUMO energy: 0.8 eV

Here are the natural (NBO) charges for atoms 1 to 6, given in e: number 1, C, carries -0.4011; number 2, C, carries -0.1806; number 3, C, carries -0.4428; number 4, C, carries -0.4124; number 5, C, carries -0.2284; number 6, N, carries -0.6421

=====

(8)
Molecular formula: C6H15NO
Method: DFT, ωB97M-V/def2-TZVPD

Structure (XYZ):
```
23
C6H15NO, DFT ωB97M-V/def2-TZVPD
C -1.816 -1.621 -0.183
O -0.127 -1.820 1.870
C -1.387 -0.267 -0.794
C 0.023 -0.351 -1.451
C 1.221 -0.479 -0.510
C 1.379 0.513 0.656
C 1.104 2.078 0.374
N -0.186 2.379 0.708
H -2.836 -1.648 0.193
H -1.795 -2.364 -1.026
H -1.090 -2.081 0.596
H -1.388 0.585 -0.134
H -2.170 -0.049 -1.541
H 0.177 -1.222 -2.103
H 0.055 0.537 -2.095
H 1.061 -1.439 -0.026
H -0.576 -1.255 2.509
H 2.371 0.485 1.163
H 0.767 0.268 1.514
H 1.975 2.563 0.891
H 1.233 2.340 -0.743
H -0.109 3.243 1.264
H 2.116 -0.397 -1.132
```

Values from the calculation:
* HOMO-LUMO gap: 3.36 eV
* LUMO energy: -4.1 eV

Here are the natural (NBO) charges for atoms 1 to 6, given in e: number 1, C, carries -0.5984; number 2, O, carries -0.8718; number 3, C, carries -0.4198; number 4, C, carries -0.3878; number 5, C, carries -0.4245; number 6, C, carries -0.3539

=====

(9)
Molecular formula: C6H15NO
Method: DFT, ωB97M-V/def2-TZVPD

Structure (XYZ):
```
23
C6H15NO, DFT ωB97M-V/def2-TZVPD
C 2.038 0.635 0.237
C 0.786 -1.943 -0.360
C 0.419 -0.502 -0.605
N 2.150 1.747 -0.614
O 0.217 -0.012 -1.715
H 1.904 1.492 -1.570
H 1.547 2.511 -0.335
H 2.768 -0.143 0.024
H 2.063 0.897 1.296
H 0.008 -2.599 -0.751
H 0.933 -2.144 0.702
H 1.710 -2.166 -0.899
C -1.064 -0.040 0.663
C -2.149 -0.952 0.138
C -1.379 1.427 0.460
H -0.789 -0.285 1.692
H 0.549 0.203 0.430
H -3.118 -0.688 0.577
H -2.235 -0.854 -0.948
H -1.361 1.659 -0.610
H -1.961 -2.000 0.378
H -2.373 1.678 0.845
H -0.661 2.078 0.967
```

Values from the calculation:
* HOMO-LUMO gap: 8.34 eV
* LUMO energy: 0.9 eV

Here are the natural (NBO) charges for atoms 1 to 6, given in e: number 1, C, carries -0.2674; number 2, C, carries -0.6964; number 3, C, carries 0.3861; number 4, N, carries -0.8089; number 5, O, carries -0.7037; number 6, H, carries 0.3917

=====

(10)
Molecular formula: C6H15NO
Method: DFT, ωB97M-V/def2-TZVPD

Structure (XYZ):
```
23
C6H15NO, DFT ωB97M-V/def2-TZVPD
C -1.664 2.152 0.122
C -0.461 1.694 0.474
C 0.226 1.965 1.797
C 0.442 1.126 -0.578
C 0.660 -0.442 -0.386
C -0.631 -1.164 -0.713
N -0.745 -2.365 0.162
H -2.203 1.994 -0.796
H -2.204 2.727 0.882
H 0.980 1.236 1.943
H -0.582 2.168 2.552
H 0.666 2.967 1.706
H -0.167 1.091 -1.522
H 1.310 1.715 -0.810
H 0.872 -0.544 0.684
H 1.579 -0.663 -0.955
H -1.446 -0.459 -0.580
H -0.677 -1.555 -1.726
H -1.633 -2.832 0.004
H -0.816 -2.039 1.127
O 2.259 -3.145 -1.461
H 1.491 -2.576 -1.292
H 2.746 -3.050 -0.632
```

Values from the calculation:
* HOMO-LUMO gap: 10.22 eV
* SMILES: C=C(C)CCCN.O
* LUMO energy: 0.9 eV

Here are the natural (NBO) charges for atoms 1 to 6, given in e: number 1, C, carries -0.4168; number 2, C, carries 0.0319; number 3, C, carries -0.6601; number 4, C, carries -0.4362; number 5, C, carries -0.4181; number 6, C, carries -0.2430

=====

(11)
Molecular formula: C6H15NO
Method: DFT, ωB97M-V/def2-TZVPD

Structure (XYZ):
```
23
C6H15NO, DFT ωB97M-V/def2-TZVPD
C 1.215 0.239 -0.159
C 1.101 -0.462 1.164
C 2.002 1.520 -0.192
N 1.326 -0.570 -1.225
C -0.800 1.055 -0.308
C -1.399 1.542 0.783
H 0.606 -1.321 -1.240
H 1.466 -0.123 -2.121
H -0.789 1.680 -1.202
H 2.068 -0.923 1.391
H 1.878 2.040 -1.142
H 0.854 0.239 1.957
H 0.348 -1.247 1.113
H 1.693 2.181 0.614
H 3.063 1.283 -0.064
H -1.904 2.504 0.808
H -1.429 0.977 1.710
C -2.082 -2.088 -0.232
O -1.106 -1.461 -1.009
H -0.988 -0.238 -0.611
H -2.823 -1.374 0.165
H -1.662 -2.631 0.633
H -2.637 -2.822 -0.832
```

Values from the calculation:
* HOMO-LUMO gap: 8.17 eV
* LUMO energy: 0.1 eV

Here are the natural (NBO) charges for atoms 1 to 6, given in e: number 1, C, carries 0.4587; number 2, C, carries -0.6847; number 3, C, carries -0.6762; number 4, N, carries -0.7933; number 5, C, carries -0.5224; number 6, C, carries -0.3389

=====

F_max (computed, eV/Å): 4.6, 2.5, 2.6, 0.8, 4.8, 1.4, 2.6, 2.4, 1.9, 3.7, 1.4
ΔE to the lowest compared entry with this formula, charge and spin (computed, kJ/mol): 642.3, 113.8, 65.1, 0.0, 332.0, 109.3, 258.3, 879.7, 442.3, 209.0, 440.6